(1)
Density functional theory data (the ωB97M-V functional and the def2-TZVPD basis) for the molecule C3H8NOP.

Cartesian coordinates (Å):
C1 -0.094 1.502 -0.757
C2 1.672 -0.130 -0.827
C3 -1.340 -1.298 0.867
N1 0.494 0.458 -0.172
O1 -1.009 1.008 1.941
P1 -0.096 -0.040 1.444
H1 0.411 1.832 -1.548
H2 -0.951 1.971 -0.385
H3 2.130 -0.849 -0.196
H4 1.360 -0.542 -1.805
H5 2.333 0.715 -1.068
H6 -0.930 -2.296 0.655
H7 -2.017 -1.448 1.722
H8 -1.964 -0.882 0.128

Properties
molecular weight = 105.1 g/mol
HOMO-LUMO gap (alpha / beta) = 6.734 / 6.737 eV

Atom charges from the Mulliken analysis, given in e for atoms 1 to 5: number 1, C, carries -0.3363; number 2, C, carries -0.8662; number 3, C, carries -0.9620; number 4, N, carries 0.1856; number 5, O, carries -0.6162

=====

(2)
Density functional theory data (the ωB97M-V functional and the def2-TZVPD basis) for the molecule C3H8NOP.

Cartesian coordinates (Å):
C1 0.672 1.335 0.453
C2 0.176 -0.033 0.177
C3 1.425 -0.994 -0.599
O1 2.579 -1.085 -0.188
N1 -0.899 -0.083 -0.829
P1 -2.318 -0.760 -0.111
H1 1.372 1.639 -0.283
H2 -0.294 1.927 0.612
H3 1.120 1.472 1.430
H4 -0.232 -0.502 1.064
H5 1.068 -1.482 -1.618
H6 -0.726 0.571 -1.568
H7 -1.717 -1.861 0.350
H8 -2.227 -0.143 1.111

Properties
molecular weight = 105.1 g/mol
SMILES string = C[C@H](C=O)NP
HOMO-LUMO gap = 9.816 eV

Atom charges from the Mulliken analysis, given in e for atoms 1 to 5: number 1, C, carries -1.3247; number 2, C, carries -0.0200; number 3, C, carries -0.0184; number 4, O, carries -0.4713; number 5, N, carries -0.2776

=====

(1) wins, 0.731 eV ahead of the next structure.

=====

(1)
Density functional theory data (the ωB97M-V functional and the def2-TZVPD basis) for the ion C3H5N3 with charge +2.

Cartesian coordinates (Å):
C1 0.415 1.091 -0.232
C2 -1.577 1.469 0.936
C3 0.402 -0.450 -0.220
N1 -0.527 1.670 0.475
N2 -0.858 -0.734 0.202
N3 1.380 -1.330 -0.279
H1 1.121 1.671 -0.904
H2 -2.567 1.679 1.266
H3 -1.293 -1.659 -0.239
H4 2.367 -1.192 -0.454
H5 1.136 -2.215 -0.551

Properties
charge = +2
molecular weight = 83.1 g/mol
HOMO-LUMO gap (alpha / beta) = 9.182 / 7.221 eV

Atom charges from the Mulliken analysis, given in e for atoms 1 to 5: number 1, C, carries -0.3601; number 2, C, carries 0.3138; number 3, C, carries 0.7708; number 4, N, carries 0.0725; number 5, N, carries -0.3697

=====

(2)
Density functional theory data (the ωB97M-V functional and the def2-TZVPD basis) for the ion C3H5N3 with charge +2.

Cartesian coordinates (Å):
C1 -0.128 0.003 1.419
C2 0.303 0.129 -1.107
C3 -1.444 0.508 0.879
N1 1.986 -0.863 -0.081
N2 1.510 -0.641 -1.135
N3 -0.259 0.221 0.080
H1 0.609 -0.099 2.202
H2 -0.248 0.424 -1.930
H3 -2.377 -0.179 0.538
H4 -1.888 1.453 1.311
H5 1.936 -0.955 -2.177

Properties
charge = +2
molecular weight = 83.1 g/mol
HOMO-LUMO gap (alpha / beta) = 7.032 / 9.181 eV

Atom charges from the Mulliken analysis, given in e for atoms 1 to 5: number 1, C, carries 0.1950; number 2, C, carries 0.0536; number 3, C, carries -0.4265; number 4, N, carries -0.1495; number 5, N, carries 0.3647

=====

(1) wins, 2.969 eV ahead of the next structure.

=====

(1)
Density functional theory data (the ωB97M-V functional and the def2-TZVPD basis) for the molecule C5H9F.

Cartesian coordinates (Å):
C1 -2.029 0.929 0.172
C2 -1.333 -0.355 0.144
F1 -1.696 -0.975 -0.917
C3 -0.051 -0.953 0.751
C4 1.030 -0.635 -0.277
C5 1.272 0.848 -0.513
H1 -1.675 1.475 1.101
H2 -2.684 1.527 -0.401
H3 0.038 -2.249 0.539
H4 0.267 -0.698 1.851
H5 0.759 -1.154 -1.208
H6 1.941 -1.043 0.239
H7 1.680 1.146 0.565
H8 2.054 0.667 -1.163
H9 0.426 1.472 -0.885

Properties
molecular weight = 88.1 g/mol
SMILES string = C=C(F)CCC
HOMO-LUMO gap = 9.715 eV

Atom charges from the Mulliken analysis, given in e for atoms 1 to 5: number 1, C, carries -0.8645; number 2, C, carries 0.3559; number 3, F, carries -0.2596; number 4, C, carries -0.3506; number 5, C, carries -0.6895

=====

(2)
Density functional theory data (the ωB97M-V functional and the def2-TZVPD basis) for the molecule C5H9F.

Cartesian coordinates (Å):
C1 -0.309 0.782 1.668
C2 0.394 0.343 0.403
C3 -0.196 0.732 -1.011
C4 0.244 -0.656 -1.523
C5 0.247 -1.125 -0.016
F1 -0.987 -1.657 0.264
H1 -1.344 0.419 1.596
H2 -0.341 1.833 1.778
H3 0.222 0.319 2.506
H4 1.437 0.460 0.388
H5 -1.266 0.718 -0.785
H6 0.088 1.614 -1.558
H7 -0.483 -1.245 -2.113
H8 1.274 -0.696 -1.906
H9 1.021 -1.841 0.308

Properties
molecular weight = 88.1 g/mol
SMILES string = C[C@@H]1CC[C@@H]1F
HOMO-LUMO gap = 11.538 eV

Atom charges from the Mulliken analysis, given in e for atoms 1 to 5: number 1, C, carries -1.3939; number 2, C, carries 0.0042; number 3, C, carries -0.6735; number 4, C, carries -0.6180; number 5, C, carries 0.0422

=====

(2) wins, 2.638 eV ahead of the next structure.

=====

(1)
Density functional theory data (the ωB97M-V functional and the def2-TZVPD basis) for a structure of composition C5H9F.

Cartesian coordinates (Å):
C1 1.042 -1.153 -0.037
C2 0.759 0.350 -0.356
C3 -0.610 0.406 -1.004
C4 -1.402 0.146 0.318
C5 -0.111 0.792 0.941
H1 1.485 -1.566 -0.944
H2 0.279 -1.712 0.417
H3 1.367 1.024 -0.827
H4 -0.398 -0.576 -1.751
H5 -0.787 1.263 -1.536
H6 -1.801 -0.811 0.648
H7 -2.408 0.739 0.672
H8 -0.024 1.743 0.844
H9 0.441 0.340 1.854
F1 2.168 -0.987 0.762

Properties
molecular weight = 88.1 g/mol
HOMO-LUMO gap = 10.582 eV

Atom charges from the Mulliken analysis, given in e for atoms 1 to 5: number 1, C, carries -0.4487; number 2, C, carries -0.3267; number 3, C, carries -0.5415; number 4, C, carries -0.6213; number 5, C, carries -0.6613

=====

(2)
Density functional theory data (the ωB97M-V functional and the def2-TZVPD basis) for the molecule C5H9F.

Cartesian coordinates (Å):
C1 -1.692 0.306 -0.195
C2 -0.149 0.042 -0.255
C3 0.202 -1.186 -1.019
C4 0.619 0.173 1.121
C5 1.695 0.954 1.225
F1 1.988 1.871 0.271
H1 -2.161 -0.615 0.288
H2 -2.088 1.363 0.141
H3 -2.120 0.228 -1.207
H4 0.324 0.776 -0.964
H5 0.202 -2.197 -0.289
H6 -0.567 -1.336 -1.840
H7 1.282 -1.107 -1.363
H8 0.189 -0.487 1.913
H9 2.278 1.214 2.173

Properties
molecular weight = 88.1 g/mol
SMILES string = CC(C)/C=C\F
HOMO-LUMO gap = 10.749 eV

Atom charges from the Mulliken analysis, given in e for atoms 1 to 5: number 1, C, carries -1.3238; number 2, C, carries 0.7871; number 3, C, carries -1.2362; number 4, C, carries -0.4013; number 5, C, carries -0.1677

=====

(2) wins, 2.038 eV ahead of the next structure.

=====

(1)
Density functional theory data (the ωB97M-V functional and the def2-TZVPD basis) for a cluster of 2 separate species, C4H12N2 in total.

Cartesian coordinates (Å):
C1 -0.502 -0.425 -0.988
C2 0.865 -0.956 -1.193
C3 1.459 -0.231 0.012
C4 1.144 0.963 0.544
N1 1.985 1.258 1.774
N2 -3.200 -0.404 -0.454
H1 -1.051 -0.950 -0.207
H2 -1.056 0.042 -1.798
H3 0.883 -2.049 -1.154
H4 1.281 -0.649 -2.161
H5 2.240 -0.837 0.462
H6 0.318 1.641 0.484
H7 2.511 0.433 2.068
H8 2.635 2.043 1.624
H9 1.341 1.433 2.558
H10 -3.483 -0.974 -1.254
H11 -3.688 -0.809 0.342
H12 -3.683 0.472 -0.659

Properties
charge = +2
molecular weight = 88.2 g/mol
HOMO-LUMO gap = 6.312 eV

Atom charges from the Mulliken analysis, given in e for atoms 1 to 5: number 1, C, carries -0.4333; number 2, C, carries -0.3487; number 3, C, carries -0.4567; number 4, C, carries 0.0544; number 5, N, carries -0.3147

=====

(2)
Density functional theory data (the ωB97M-V functional and the def2-TZVPD basis) for a cluster of 2 separate species, C4H12N2 in total.

Cartesian coordinates (Å):
C1 -0.157 -0.153 0.735
C2 1.233 0.006 0.307
C3 0.864 -0.164 -1.218
C4 0.329 -1.324 -1.564
N1 0.729 1.184 -2.070
N2 -1.896 -0.005 2.536
H1 -0.478 -1.125 1.246
H2 -0.893 0.450 0.248
H3 2.007 -0.728 0.448
H4 1.707 0.979 0.714
H5 -0.027 -1.751 -2.551
H6 0.478 -2.160 -0.821
H7 1.098 1.000 -3.079
H8 -0.145 1.775 -1.864
H9 1.450 1.666 -1.531
H10 -2.837 0.186 2.186
H11 -1.493 0.828 2.992
H12 -1.970 -0.663 3.287

Properties
charge = +2
molecular weight = 88.2 g/mol
HOMO-LUMO gap = 8.206 eV

Atom charges from the Mulliken analysis, given in e for atoms 1 to 5: number 1, C, carries -0.3522; number 2, C, carries -0.3899; number 3, C, carries -0.0382; number 4, C, carries -0.5148; number 5, N, carries -0.2945

=====

(1) wins, 0.382 eV ahead of the next structure.

=====

(1)
Density functional theory data (the ωB97M-V functional and the def2-TZVPD basis) for the ion C4H12N2 with charge +2.

Cartesian coordinates (Å):
N1 2.570 -0.657 -1.631
C1 1.600 0.059 -0.740
C2 0.328 -0.206 -0.927
C3 -0.659 0.513 0.114
C4 -1.068 -0.168 1.373
N2 -2.493 0.477 1.707
H1 3.019 -1.523 -1.296
H2 1.904 -0.874 -2.516
H3 3.321 -0.091 -1.992
H4 2.053 1.045 -0.443
H5 -0.116 -1.021 -1.609
H6 -1.485 0.457 -0.649
H7 -0.266 1.515 0.204
H8 -0.842 -1.256 1.226
H9 -0.694 0.165 2.353
H10 -3.016 -0.166 2.375
H11 -2.497 1.417 2.020
H12 -3.121 0.400 0.875

Properties
charge = +2
molecular weight = 88.2 g/mol
SMILES string = [NH3+]/C=C/CC[NH3+]
HOMO-LUMO gap = 11.711 eV

Atom charges from the Mulliken analysis, given in e for atoms 1 to 5: number 1, N, carries -0.3395; number 2, C, carries -0.1423; number 3, C, carries -0.5058; number 4, C, carries -0.6348; number 5, C, carries -0.3655

=====

(2)
Density functional theory data (the ωB97M-V functional and the def2-TZVPD basis) for a cluster of 2 separate species, C4H12N2 in total.

Cartesian coordinates (Å):
C1 0.958 -0.142 -0.677
C2 1.369 -0.206 0.664
C3 -0.054 -0.181 1.168
C4 -1.141 -0.861 0.617
N1 -0.320 1.088 1.808
N2 -0.548 -0.085 -2.817
H1 1.265 -0.756 -1.572
H2 0.351 0.791 -0.930
H3 1.919 -1.159 0.748
H4 1.997 0.787 0.849
H5 -0.987 -1.864 0.180
H6 -2.155 -0.425 0.838
H7 -0.770 1.781 1.229
H8 0.584 1.592 2.032
H9 -0.922 0.910 2.638
H10 -0.686 0.899 -3.108
H11 -0.016 -0.502 -3.547
H12 -1.303 -0.742 -2.925

Properties
charge = +2
molecular weight = 88.2 g/mol
HOMO-LUMO gap = 7.344 eV

Atom charges from the Mulliken analysis, given in e for atoms 1 to 5: number 1, C, carries -0.2573; number 2, C, carries -0.3746; number 3, C, carries 0.2440; number 4, C, carries -0.5890; number 5, N, carries -0.2781

=====

(1) wins, 3.429 eV ahead of the next structure.